[1]
Entry from the OMol25 dataset: a 10-piece molecular cluster, C30H70N10O10 overall (the ωB97M-V functional and the def2-TZVPD basis).

Computed properties:
ΔE to the lowest compared entry with this formula, charge and spin (kcal per mole): 74.39
Orbital gap (eV): 7.99
E_LUMO (eV): -0.28

```
! wB97M-V def2-TZVPD RIJCOSX def2/J DEFGRID3
* xyz 0 1
C -15.3096 21.0694 7.6377
C -14.3027 20.0858 7.0745
O -13.8805 19.2186 7.8188
N -13.8646 20.2059 5.8612
C -13.9869 21.4463 5.0578
H -16.1975 21.1292 7.0082
H -14.8720 22.0657 7.7017
H -15.4728 20.6493 8.6302
H -13.3157 19.4385 5.5007
H -13.8520 21.1899 4.0070
H -13.1809 22.1258 5.3347
H -14.9693 21.9097 5.1483
C -13.5793 14.2356 0.0866
C -12.8992 15.5645 0.4053
O -12.8161 15.9714 1.5479
N -12.4105 16.2456 -0.6552
C -11.9584 17.5800 -0.5119
H -13.4096 13.5623 0.9268
H -13.1288 13.7943 -0.8024
H -14.6396 14.4623 -0.0255
H -12.5293 15.8874 -1.5921
H -11.6259 17.9598 -1.4780
H -11.1219 17.6900 0.1782
H -12.7509 18.2678 -0.2171
C -5.3067 19.1490 6.2804
C -5.4888 17.6623 6.0292
O -5.1872 16.8070 6.8602
N -5.9727 17.3040 4.8620
C -6.1334 15.9199 4.3955
H -6.2560 19.6101 6.5531
H -4.8753 19.6922 5.4396
H -4.5808 19.2601 7.0859
H -6.1378 18.0095 4.1583
H -7.1024 15.8317 3.9042
H -6.2502 15.1688 5.1768
H -5.3403 15.6348 3.7043
C -12.2617 26.3045 3.6293
C -11.6011 24.9487 3.8071
O -10.8774 24.6682 4.7246
N -11.7863 24.0579 2.8096
C -11.2318 22.7230 2.7479
H -12.0412 26.6226 2.6103
H -11.7612 26.9198 4.3770
H -13.3248 26.3206 3.8693
H -12.5333 24.2037 2.1456
H -11.8361 22.0191 2.1756
H -11.1671 22.2826 3.7429
H -10.1991 22.7806 2.4042
C -6.2370 18.4817 -1.1923
C -6.0972 17.1368 -0.4399
O -7.1647 16.5828 -0.1303
N -4.9211 16.6611 -0.1039
C -4.6577 15.4692 0.6804
H -5.3610 19.1283 -1.1420
H -6.9461 18.9919 -0.5403
H -6.5636 18.3441 -2.2231
H -4.1086 17.0767 -0.5367
H -5.6157 15.0896 1.0359
H -4.1931 15.7343 1.6302
H -4.0506 14.7853 0.0873
C -18.7930 19.8403 2.6622
C -17.4348 19.2819 3.1636
O -17.1155 19.4617 4.2805
N -16.6242 18.6306 2.2891
C -15.2930 18.2220 2.7338
H -19.5048 19.9815 3.4756
H -19.1415 19.1858 1.8633
H -18.7374 20.8328 2.2149
H -16.9451 18.3986 1.3601
H -14.4650 18.5736 2.1182
H -15.2436 17.1333 2.7137
H -14.9792 18.5056 3.7384
C -10.0543 19.4170 4.2868
C -11.1284 18.5138 3.6178
O -12.2954 18.7658 3.9986
N -10.8468 17.4629 2.8159
C -9.4746 17.1311 2.3285
H -9.2102 18.8988 4.7418
H -10.5587 19.9148 5.1150
H -9.6635 20.1740 3.6069
H -11.5991 16.8987 2.4474
H -9.0579 16.5657 3.1621
H -8.9718 18.0754 2.1198
H -9.5405 16.5374 1.4168
C -7.2747 21.2432 1.6809
C -6.3589 20.2777 2.3546
O -6.7770 19.5950 3.2822
N -5.1152 20.0754 1.8928
C -4.0893 19.2872 2.5937
H -6.7730 22.2087 1.6160
H -8.1781 21.3481 2.2816
H -7.5297 20.8134 0.7122
H -4.7911 20.4694 1.0211
H -4.3693 18.9481 3.5910
H -3.1540 19.8462 2.5650
H -3.9314 18.3700 2.0264
C -9.0402 18.0409 7.8894
C -8.1157 18.1501 9.0624
O -7.6290 17.1788 9.5838
N -7.8784 19.3968 9.5441
C -7.2364 19.6271 10.7943
H -8.4338 18.5016 7.1095
H -9.9717 18.5892 8.0304
H -9.2681 17.0128 7.6080
H -8.3699 20.1477 9.0808
H -6.1698 19.4035 10.8159
H -7.6921 18.9121 11.4793
H -7.4440 20.6644 11.0571
C -9.6374 14.3964 -0.8629
C -8.5885 13.6934 -1.7431
O -8.8695 12.7451 -2.4707
N -7.3425 14.2384 -1.6580
C -6.2017 13.7761 -2.3892
H -10.6361 14.1033 -1.1867
H -9.5489 15.4761 -0.9840
H -9.4262 14.1517 0.1781
H -7.2328 15.0775 -1.1067
H -5.2724 13.6777 -1.8281
H -5.9893 14.2815 -3.3312
H -6.4206 12.7526 -2.6936
*
```



[2]
Entry from the OMol25 dataset: a 10-piece molecular cluster, C30H70N10O10 overall (the ωB97M-V functional and the def2-TZVPD basis).

Computed properties:
ΔE to the lowest compared entry with this formula, charge and spin (kcal per mole): 186.11
Orbital gap (eV): 9.30
E_LUMO (eV): 0.51

```
! wB97M-V def2-TZVPD RIJCOSX def2/J DEFGRID3
* xyz 0 1
C 4.6902 0.1514 -0.8379
O 3.7966 1.0029 -0.9076
N 5.7911 0.2678 -1.6613
C 6.8916 -0.7186 -1.5370
C 5.8948 1.5690 -2.3662
H 4.5502 -0.7606 -0.2797
H 6.5645 -1.5336 -0.8479
H 7.7472 -0.2114 -1.0507
H 7.1690 -1.1403 -2.5227
H 6.1099 2.3564 -1.6052
H 6.7743 1.5905 -3.0451
H 5.0504 1.8256 -2.9072
C 0.2560 0.6587 0.3031
O -0.7685 1.3259 0.4422
N 0.3006 -0.7085 0.4485
C -0.9247 -1.5740 0.5162
C 1.5789 -1.3805 -0.0131
H 1.2413 1.1065 0.2116
H -1.6805 -1.0785 1.1336
H -0.5236 -2.4800 0.8895
H -1.3277 -1.7343 -0.4943
H 1.3812 -2.2453 -0.6729
H 2.2402 -0.7923 -0.6112
H 2.2486 -1.7085 0.8422
C 4.9547 -3.8291 -1.4469
O 4.9088 -3.0982 -0.4653
N 4.2227 -3.6721 -2.6107
C 4.3352 -4.6155 -3.6651
C 3.2488 -2.5754 -2.9012
H 5.5826 -4.6873 -1.4176
H 5.1797 -4.4415 -4.3937
H 3.3212 -4.7176 -4.1496
H 4.5009 -5.6267 -3.2710
H 2.2396 -3.1079 -2.7707
H 3.3082 -1.8237 -2.1036
H 3.2938 -2.2535 -3.9395
C -3.2403 2.6936 2.4674
O -3.8873 2.2752 3.4271
N -3.1851 3.9622 2.0306
C -2.3912 4.2524 0.8272
C -4.0662 5.0468 2.5536
H -2.5658 2.0479 1.7488
H -3.0079 4.6602 0.0166
H -1.9168 3.2941 0.4929
H -1.6152 5.0613 0.9430
H -3.9530 5.0091 3.6021
H -3.6571 6.0380 2.2338
H -5.1193 4.9653 2.1698
C -7.2377 -1.1312 0.9691
O -6.6881 -2.1749 0.7293
N -6.9995 0.0848 0.5118
C -5.9776 0.4101 -0.4619
C -7.7777 1.2002 0.9566
H -7.9795 -1.1419 1.7786
H -5.2731 1.1111 -0.0451
H -6.3847 0.9383 -1.3685
H -5.4994 -0.5378 -0.7857
H -8.5358 0.8684 1.7395
H -7.1325 1.9196 1.3882
H -8.2420 1.6779 0.0738
C 0.6451 4.9615 -1.1991
O -0.2186 5.3243 -1.9885
N 1.9669 4.8111 -1.5068
C 2.9534 4.4345 -0.4416
C 2.5430 5.2447 -2.8359
H 0.4531 5.0053 -0.1604
H 3.7046 5.2542 -0.2441
H 3.5500 3.5893 -0.8434
H 2.4560 4.1722 0.4950
H 2.0942 4.7075 -3.6649
H 2.2398 6.2976 -3.0124
H 3.6378 5.1616 -2.8357
C 2.3917 -5.5930 -0.4482
O 3.4219 -6.0724 -0.1017
N 1.3084 -6.1803 -1.0386
C 1.2634 -7.5917 -1.0076
C 0.0756 -5.4815 -1.1570
H 2.2251 -4.5375 -0.4513
H 0.6329 -8.0403 -0.1815
H 2.2110 -7.9925 -0.7667
H 0.9206 -7.9992 -1.9380
H -0.2150 -5.3888 -2.1388
H -0.6857 -6.1568 -0.6779
H 0.2410 -4.5389 -0.6662
C -1.3248 0.0446 -2.9104
O -0.6334 -0.9882 -2.8109
N -0.8992 1.3114 -2.9945
C -1.8661 2.3808 -3.1932
C 0.4825 1.6238 -2.9737
H -2.3485 -0.0254 -2.8861
H -1.7169 3.1527 -2.4236
H -2.8743 2.0217 -3.2326
H -1.7393 2.8936 -4.1343
H 0.9745 0.7733 -2.4507
H 0.9128 1.8845 -3.9381
H 0.6021 2.5265 -2.3906
C 0.4703 2.9616 2.9234
O 1.1074 3.8034 2.3228
N 0.8964 1.7708 3.3728
C 0.0894 1.1372 4.3830
C 2.3385 1.4000 3.3338
H -0.6178 3.1073 2.9958
H -0.8655 1.6918 4.4056
H 0.5111 1.2596 5.4060
H -0.0425 0.0376 4.1159
H 2.8361 1.5647 4.2927
H 2.3651 0.3482 3.1194
H 2.7867 1.9655 2.5075
C -3.4663 -3.4089 3.1384
O -2.5100 -4.0850 3.4767
N -3.5301 -2.1317 3.5104
C -4.7484 -1.3438 3.3370
C -2.5242 -1.5396 4.3291
H -4.3598 -3.8291 2.5562
H -4.4193 -0.3503 3.0698
H -5.3772 -1.3874 4.2419
H -5.3140 -1.7437 2.5282
H -1.5891 -1.7717 3.8536
H -2.6532 -0.4265 4.3196
H -2.5845 -1.8906 5.3199
*
```



[3]
Entry from the OMol25 dataset: a 10-piece molecular cluster, C30H70N10O10 overall (the ωB97M-V functional and the def2-TZVPD basis).

Computed properties:
ΔE to the lowest compared entry with this formula, charge and spin (kcal per mole): 335.59
Orbital gap (eV): 8.68
E_LUMO (eV): -0.04

```
! wB97M-V def2-TZVPD RIJCOSX def2/J DEFGRID3
* xyz 0 1
C -1.6215 -22.6180 18.1489
C -2.6655 -22.6396 17.0551
O -3.7454 -23.0254 17.2457
N -2.1883 -22.1788 15.8056
C -2.9596 -22.1577 14.5259
H -2.2438 -21.9695 18.9231
H -0.6768 -22.2301 17.9846
H -1.3658 -23.5589 18.3888
H -1.4197 -21.6501 15.6685
H -3.8640 -21.6712 14.7032
H -3.2157 -23.0319 14.0086
H -2.7189 -21.4136 13.7756
C -4.3319 -28.3895 12.8983
C -4.1563 -27.1650 13.6776
O -3.1156 -27.0170 14.3806
N -5.1891 -26.3461 13.6475
C -5.3363 -24.9801 14.2256
H -3.5228 -29.1332 13.1225
H -4.4795 -28.2099 11.7185
H -5.1969 -28.8568 12.8649
H -6.0796 -26.5946 13.2189
H -6.4648 -24.8397 14.3932
H -5.1856 -24.0764 13.6291
H -4.9148 -24.7586 15.2938
C -11.6429 -25.6944 24.1551
C -10.1423 -25.5441 23.7631
O -9.5686 -26.3202 23.0814
N -9.4954 -24.4289 24.0065
C -8.0194 -24.2317 23.8359
H -12.1337 -24.7921 24.5110
H -11.5872 -26.1811 25.1336
H -12.3095 -26.1094 23.4746
H -10.0254 -23.6142 24.4472
H -7.7992 -23.8577 22.8412
H -7.5064 -25.2417 24.0513
H -7.6048 -23.5879 24.6265
C -7.4695 -29.1714 15.2066
C -8.4933 -28.8724 16.2468
O -8.7163 -27.7164 16.4401
N -9.0608 -29.8291 16.8590
C -10.0312 -29.6452 17.9811
H -6.9589 -30.0976 15.4965
H -6.6810 -28.3877 15.1841
H -8.0376 -29.3549 14.2823
H -8.8920 -30.9424 16.4694
H -10.0211 -28.7097 18.4532
H -9.8212 -30.3663 18.6045
H -11.0654 -29.7447 17.6270
C -3.4836 -28.0770 17.1543
C -2.2666 -28.8917 17.3430
O -1.8467 -29.5493 16.4276
N -1.4598 -28.8981 18.4349
C -0.2687 -29.7523 18.6228
H -3.2832 -27.0538 16.9814
H -3.8573 -27.9464 18.0651
H -4.1105 -28.6691 16.4148
H -1.8872 -28.3578 19.3005
H -0.1899 -30.1103 19.7069
H 0.6277 -29.3762 18.1980
H -0.4830 -30.4732 18.0097
C -12.0455 -26.5009 16.5883
C -11.2725 -25.2969 16.0192
O -11.9217 -24.4372 15.5885
N -9.8777 -25.1944 16.0539
C -9.1714 -24.0852 15.6067
H -12.9612 -26.3802 16.8783
H -11.5615 -26.9304 17.4865
H -11.7615 -27.2803 15.8770
H -9.6084 -25.9806 16.5259
H -9.1688 -23.9589 14.4218
H -8.1535 -24.3148 15.9666
H -9.4710 -23.0340 15.9305
C -7.3272 -28.4898 20.3673
C -6.2006 -29.3736 19.6967
O -5.0780 -29.5245 20.1315
N -6.5585 -30.0708 18.6546
C -5.5274 -30.9449 18.0677
H -7.7971 -27.8058 19.6349
H -6.7625 -27.9169 21.1834
H -8.0658 -29.1670 20.9195
H -7.3794 -29.6835 18.1380
H -5.7200 -31.7433 18.6250
H -4.5247 -30.5409 18.2552
H -5.6693 -31.0903 16.9475
C -5.3925 -23.3737 20.8726
C -6.0647 -24.5276 20.1382
O -6.7069 -25.3346 20.6980
N -5.9826 -24.4822 18.7284
C -6.4463 -25.6806 18.0258
H -4.1630 -23.6868 20.9383
H -5.9039 -23.3571 21.8222
H -5.6305 -22.3329 20.5871
H -5.3010 -24.0446 18.2442
H -6.0228 -25.7432 16.8926
H -7.4053 -25.7321 18.0114
H -6.0194 -26.5996 18.3726
C -3.0905 -29.5757 22.3616
C -2.5516 -28.2597 21.8930
O -1.7049 -27.6650 22.5058
N -2.9948 -27.8508 20.7365
C -2.9655 -26.3974 20.2794
H -4.0967 -29.4168 22.7429
H -2.6515 -30.1368 23.0814
H -3.1984 -30.1716 21.6019
H -3.5779 -28.5932 20.5337
H -2.0160 -25.8677 20.5737
H -3.9520 -25.9380 20.5346
H -2.9450 -26.4036 19.1826
C -9.6507 -23.6617 19.2029
C -9.0569 -22.3104 18.7354
O -9.7827 -21.3014 18.7020
N -7.6343 -22.2601 18.4680
C -7.0302 -20.9909 18.1460
H -9.8246 -23.8549 20.2134
H -8.9318 -24.4245 18.9671
H -10.8429 -23.8991 19.0015
H -6.9857 -23.1223 18.3742
H -5.9158 -21.2682 17.9216
H -7.0835 -20.4090 19.1261
H -7.5525 -20.4047 17.2225
*
```



[4]
Entry from the OMol25 dataset: a 5-piece molecular cluster, C30H71FN2O21P6 overall (the ωB97M-V functional and the def2-TZVPD basis).

Computed properties:
Orbital gap (eV): 7.77
E_LUMO (eV): -0.90

```
! wB97M-V def2-TZVPD RIJCOSX def2/J DEFGRID3
* xyz 0 1
N -1.2265 0.5055 -1.3818
P -2.6027 -0.2639 -1.1663
C -3.0259 -1.0268 -2.8175
C -2.1507 -2.2249 -3.3406
C -0.5996 -2.0605 -3.3781
C 0.0071 -2.9173 -2.2486
O 0.4097 -2.4859 -1.2576
F 0.0406 -4.2940 -2.3850
C -2.9039 -2.4549 -4.7187
O -2.4910 -2.8664 -5.7334
N -4.3048 -2.0385 -4.5406
C -4.4281 -1.6755 -3.0803
P -5.9662 -0.7282 -2.6835
O -5.6881 0.6159 -2.1687
O -6.7770 -0.5489 -4.1079
O -6.8888 -1.6659 -1.7119
H -1.3388 1.4952 -1.1460
H -2.4012 -1.2658 -0.1866
H -3.5888 0.6441 -0.7088
H -2.8195 -0.2351 -3.5775
H -2.3686 -3.2009 -2.8314
H -0.2581 -1.0109 -3.3228
H -0.2704 -2.4548 -4.3710
H -4.2809 -1.0894 -4.9459
H -4.3869 -2.6712 -2.5696
H -7.7174 -0.7654 -3.9870
H -6.5958 -2.5923 -1.7762
O -3.8176 5.0374 -5.2393
P -5.1385 5.6034 -4.7883
O -4.6627 7.0813 -4.2524
C -4.2577 8.0603 -5.2052
C -5.4601 8.7840 -5.7824
O -5.2042 4.8258 -3.3297
C -4.7397 3.4774 -3.2130
C -3.4492 3.4524 -2.4211
O -6.7383 6.0454 -4.5829
C -7.7229 5.0482 -4.2765
C -8.2316 5.2930 -2.8723
H -3.6587 7.5994 -5.9962
H -3.6186 8.7704 -4.6786
H -6.0709 8.1047 -6.3822
H -5.1431 9.6135 -6.4177
H -6.0966 9.1710 -4.9857
H -4.6102 3.0123 -4.1924
H -5.5064 2.9090 -2.6851
H -2.6816 4.0647 -2.8968
H -3.0706 2.4330 -2.3217
H -3.6091 3.8656 -1.4225
H -7.3226 4.0393 -4.3878
H -8.5421 5.1609 -4.9902
H -7.4314 5.1969 -2.1382
H -9.0219 4.5842 -2.6173
H -8.6262 6.3068 -2.7806
O 5.0534 -2.2419 1.1396
P 4.6089 -1.1959 2.1296
O 5.2365 -1.8116 3.5131
C 6.6477 -1.7647 3.7020
C 7.0708 -0.4146 4.2503
O 3.0721 -1.7766 2.3222
C 2.3581 -2.3007 1.2031
C 2.2478 -3.8057 1.3388
O 4.1432 0.1864 2.9489
C 2.9847 0.9161 2.5192
C 1.9207 0.7998 3.5890
H 7.1691 -1.9910 2.7670
H 6.9000 -2.5485 4.4180
H 6.9001 0.3743 3.5135
H 8.1312 -0.4184 4.5108
H 6.4891 -0.1587 5.1366
H 2.8307 -2.0254 0.2597
H 1.3619 -1.8517 1.2066
H 3.2330 -4.2721 1.3991
H 1.7096 -4.2365 0.4929
H 1.7188 -4.0663 2.2593
H 2.6218 0.5630 1.5525
H 3.2769 1.9629 2.4022
H 1.6167 -0.2368 3.7348
H 1.0382 1.3851 3.3229
H 2.3027 1.1561 4.5478
O 2.0074 -6.6234 5.2169
P 2.3532 -7.9454 4.5766
O 2.4097 -8.8776 5.9337
C 1.1888 -9.2342 6.5746
C 0.5610 -10.4446 5.9087
O 3.9834 -7.6292 4.4908
C 4.4405 -6.3277 4.1269
C 5.0365 -5.6436 5.3423
O 2.6483 -9.3280 3.6755
C 3.3574 -9.2368 2.4314
C 4.6920 -9.9332 2.5890
H 0.4978 -8.3857 6.5807
H 1.4316 -9.4694 7.6118
H 0.2367 -10.2044 4.8929
H -0.3070 -10.7899 6.4742
H 1.2813 -11.2600 5.8323
H 3.6372 -5.7344 3.6877
H 5.2095 -6.4473 3.3575
H 4.3068 -5.5665 6.1493
H 5.3897 -4.6403 5.0951
H 5.8761 -6.2244 5.7314
H 3.4803 -8.2006 2.1129
H 2.7622 -9.7489 1.6721
H 5.3049 -9.4489 3.3494
H 5.2437 -9.9309 1.6470
H 4.5478 -10.9669 2.9092
O -0.1646 4.2449 -0.1207
P 1.0297 5.1179 0.1662
O 0.5309 6.5338 -0.4963
C -0.5050 7.2693 0.1506
C 0.0570 8.1244 1.2709
O 1.9727 4.5843 -1.0861
C 1.9561 3.2037 -1.4507
C 1.2497 3.0361 -2.7773
O 2.3713 5.8871 0.8021
C 3.5886 5.1555 1.0040
C 4.6346 5.6932 0.0513
H -1.2797 6.5924 0.5225
H -0.9610 7.9078 -0.6069
H 0.4467 7.4994 2.0785
H -0.7154 8.7769 1.6831
H 0.8838 8.7377 0.9108
H 1.4882 2.5912 -0.6777
H 2.9960 2.8737 -1.5403
H 0.2277 3.4146 -2.7292
H 1.2197 1.9857 -3.0731
H 1.7608 3.6055 -3.5571
H 3.4399 4.0823 0.8727
H 3.9087 5.3225 2.0349
H 4.3366 5.5491 -0.9875
H 5.5938 5.1961 0.2082
H 4.7674 6.7668 0.1971
*
```



Q: Among the records above, which one has the lowest E_LUMO?
A: C30H71FN2O21P6